2 unconnected molecules or ions with the total composition C2H9OS at a distorted geometry, computed with ωB97M-V with the def2-TZVPD basis set.

Each line ends with the Löwdin charge.
CARTESIAN COORDINATES (ANGSTROEM)
S -0.45 0.52 -0.07  0.6901
O 3.05 0.29 0.53  -0.0686
C -0.46 -1.12 -1.10  -0.3282
C -2.13 0.13 0.60  -0.3912
H -1.01 -1.92 -0.61  0.0156
H -2.39 0.91 1.31  0.0154
H 0.64 0.11 0.65  -0.0989
H 3.89 -0.10 0.29  0.0346
H -2.83 0.11 -0.24  0.0331
H -0.80 -0.78 -2.06  0.0128
H -2.23 -0.83 1.12  0.0347
H 0.58 -1.43 -1.20  0.0170
H 3.20 0.79 1.33  0.0336

Summary:
Total energy (eV): -15098.989
Energy relative to the best compared isomer or geometry (same formula, charge and spin) (kcal per mole): 26.6
Kohn-Sham gap (spin up / spin down) (eV): 4.83 / 11.00
HOMO level (spin up / spin down) (eV): -4.209 / -10.454
Spin multiplicity: 2

***

A molecular structure, C38H46P2ReSi at a distorted geometry, computed with ωB97M-V with the def2-TZVPD basis set.

Each line ends with the Löwdin charge.
CARTESIAN COORDINATES (ANGSTROEM)
Re 0.25 -1.35 -0.77  1.3764
P 1.47 0.84 0.49  1.0452
P -1.49 2.17 -0.86  1.0810
Si 0.09 -0.79 3.09  0.7545
C -4.70 1.03 -3.13  -0.0471
C -0.92 5.98 0.29  -0.0593
C 0.08 -2.97 0.61  -0.2422
C -0.86 -0.64 -2.49  -0.2912
C -4.86 -0.28 -1.10  -0.0558
C 1.31 -2.24 0.62  -0.3808
C 4.38 0.65 0.02  -0.0991
C -3.74 0.37 -0.60  -0.0942
C 1.57 -0.57 -3.26  -0.1660
C 2.42 -4.14 1.52  -0.0425
C 1.19 -2.66 -1.91  -0.2970
C 2.50 -2.83 1.04  -0.0814
C -1.79 3.85 -0.43  -0.3529
C 1.18 -4.77 1.69  -0.0389
C 0.16 2.12 -1.60  -0.2873
C 0.07 -0.45 -3.63  -0.1832
C 1.54 -1.74 3.81  -0.1599
C -3.06 4.41 -0.58  -0.0698
C 0.22 0.85 4.00  -0.1837
C -2.18 6.55 0.09  -0.0368
C -5.33 0.02 -2.39  -0.0343
C 1.77 -1.32 -1.97  -0.3720
C 3.30 0.75 0.93  -0.3926
C -0.71 4.63 0.04  -0.0800
C -3.25 5.76 -0.34  -0.0498
C -3.61 1.72 -2.62  -0.0972
C -1.46 -1.71 3.56  -0.1626
C 4.93 0.73 2.77  -0.0528
C 0.29 -3.30 -2.95  -0.1357
C -1.26 0.90 1.33  -0.2397
C -1.41 -1.81 -1.90  -0.3355
C -0.03 -4.13 1.38  -0.0459
C 1.36 1.80 -1.00  -0.3492
C -1.18 -3.16 -2.48  -0.1661
C 3.61 0.77 2.30  -0.1356
C -3.08 1.38 -1.36  -0.3476
C 5.70 0.63 0.48  -0.0592
C 5.98 0.69 1.84  -0.0463
H 2.79 0.82 3.02  0.0618
H -1.69 -2.54 2.88  0.0268
H 2.12 -1.11 -4.05  0.1320
H -1.27 -2.14 4.55  0.0665
H -0.08 0.56 -4.04  0.1157
H -2.32 -1.67 -1.32  0.1075
H 6.53 0.59 -0.24  0.1211
H 1.42 -2.82 3.68  0.0397
H -2.33 7.61 0.26  0.1176
H 4.18 0.60 -1.05  0.0949
H 7.01 0.72 2.20  0.1192
H -1.55 0.19 -2.41  0.0447
H 3.31 -4.70 1.79  0.1253
H -6.18 -0.52 -2.80  0.1204
H -1.02 -4.58 1.52  0.1290
H 0.57 -4.36 -2.97  0.1276
H 0.91 1.55 3.53  0.0256
H 2.02 0.43 -3.16  0.0954
H 1.12 -5.81 2.08  0.1340
H 1.52 -1.50 4.88  0.0653
H -1.87 0.23 1.98  -0.0320
H -4.23 6.20 -0.50  0.1211
H -2.34 -1.06 3.64  0.0464
H -0.19 -1.15 -4.43  0.1204
H -5.07 1.29 -4.13  0.1223
H -3.14 2.51 -3.20  0.1208
H -2.02 1.57 0.84  -0.0612
H 1.80 -3.41 -1.40  0.1236
H -0.76 1.33 4.07  0.0512
H 0.27 4.17 0.17  0.0992
H -5.37 -1.05 -0.50  0.1227
H -0.57 1.54 1.87  -0.0602
H 2.69 -1.12 -1.41  0.0949
H -3.89 3.78 -0.91  0.1051
H -3.36 0.10 0.38  0.0842
H 5.13 0.74 3.84  0.1172
H -0.09 6.60 0.64  0.1214
H 0.58 0.60 5.00  0.0610
H 3.46 -2.33 0.90  0.1217
H 2.30 2.15 -1.46  0.0942
H -0.76 -2.77 -0.15  0.0893
H -1.35 -3.93 -1.71  0.1131
H -1.91 -3.34 -3.29  0.1341
H 0.19 2.58 -2.60  0.1024
H 2.50 -1.44 3.39  0.0265
H 0.47 -2.88 -3.93  0.1045

Summary:
Total energy (eV): -68711.369
Energy relative to the best compared isomer or geometry (same formula, charge and spin) (kcal per mole): 125.4
Kohn-Sham gap (spin up / spin down) (eV): 5.09 / 5.22
HOMO level (spin up / spin down) (eV): -12.073 / -12.958
Spin multiplicity: 4
Net charge: +2

***

A molecular structure, C19H57O10Y at a distorted geometry, computed with ωB97M-V with the def2-TZVPD basis set.

Each line ends with the Löwdin charge.
CARTESIAN COORDINATES (ANGSTROEM)
Y 6.93 1.71 -0.92  1.3446
O -1.38 -1.27 -7.35  -0.0530
O -1.66 4.24 6.49  -0.0496
O 6.41 -2.28 -3.17  -0.1295
O 2.52 0.34 -0.01  -0.0043
O -7.11 -0.63 0.64  -0.0486
O -1.44 -7.47 -3.75  -0.0689
O -4.16 7.24 -3.87  -0.0881
O 5.00 5.22 1.64  -0.1235
O 4.32 -3.89 3.15  -0.0768
O -0.89 -4.55 4.47  -0.0348
C 4.75 -3.87 -3.64  -0.0947
C -2.86 -3.90 5.48  -0.0831
C 5.08 -3.56 4.26  -0.3667
C 1.10 0.36 -0.05  -0.0903
C -2.25 4.80 4.24  -0.0667
C 5.63 -4.87 4.67  -0.0966
C -2.13 -7.51 -2.50  -0.2525
C -1.43 -0.54 -6.14  -0.3176
C 3.98 6.19 1.41  -0.3299
C -1.46 -3.50 5.16  -0.3589
C -1.92 3.68 5.27  -0.3463
C -2.29 7.05 -2.52  -0.0822
C -2.92 7.90 -3.70  -0.2959
C -1.64 -6.18 -1.77  -0.0745
C 4.53 7.58 1.31  -0.0907
C -5.75 -0.90 0.42  -0.3243
C 5.38 -2.57 -4.10  -0.3160
C -2.60 0.47 -6.21  -0.0849
C -5.26 -0.17 -0.85  -0.0854
H -2.01 -6.09 -0.75  0.0577
H -2.56 1.12 -5.34  0.0661
H -1.95 -2.04 -7.27  0.0917
H -1.49 -2.67 4.46  0.1109
H -5.22 -0.60 1.32  0.1049
H 7.04 -2.99 -3.26  0.0828
H 0.66 0.75 0.86  0.0975
H -0.88 -3.19 6.03  0.1211
H 5.75 -2.64 -5.12  0.1147
H -4.34 -0.60 -1.25  0.0629
H 5.02 7.85 2.25  0.0796
H 3.73 8.28 1.10  0.0841
H -3.53 -3.10 5.77  0.0819
H -0.59 -7.86 -3.56  0.0853
H -1.31 7.44 -2.26  0.0563
H -3.16 5.26 4.63  0.0768
H 4.64 -1.77 -4.08  0.1078
H -2.82 -4.71 6.20  0.0872
H -5.58 -1.97 0.32  0.1102
H -0.51 0.03 -6.07  0.1045
H 4.44 -3.14 5.04  0.1108
H -1.49 5.58 4.13  0.0711
H -4.55 7.67 -4.63  0.0840
H 5.29 7.76 0.55  0.0769
H -5.29 0.91 -0.70  0.0681
H -2.56 1.10 -7.10  0.0769
H -3.57 -0.03 -6.26  0.0732
H -3.10 8.95 -3.50  0.1110
H -1.56 -1.19 -5.28  0.1052
H -0.57 -6.08 -1.62  0.0612
H 4.20 -3.10 2.61  0.0734
H -7.12 0.30 0.89  0.0887
H 4.13 -3.75 -2.76  0.0724
H -3.20 -7.53 -2.71  0.1112
H 0.60 -0.55 -0.38  0.1281
H 5.84 -2.81 4.05  0.1087
H 3.29 6.12 2.26  0.1122
H 4.01 -4.14 -4.40  0.0766
H -5.97 -0.22 -1.68  0.0741
H 5.35 -4.78 -3.54  0.0835
H 3.37 5.93 0.55  0.1087
H 0.01 -4.31 4.23  0.0918
H -2.07 -5.28 -2.22  0.0625
H -3.33 -4.29 4.58  0.0816
H -1.60 3.52 7.12  0.0960
H -1.90 -8.44 -1.98  0.1092
H -2.97 7.19 -1.67  0.0690
H -1.00 3.15 5.01  0.1038
H -2.27 7.78 -4.57  0.1017
H 4.86 -5.54 5.05  0.0856
H 6.33 -4.73 5.49  0.0802
H -2.41 4.41 3.24  0.0643
H 0.81 0.96 -0.92  0.1409
H 5.31 5.35 2.54  0.0801
H -2.12 6.00 -2.77  0.0637
H 6.17 -5.39 3.88  0.0843
H -2.75 2.99 5.41  0.1149

Summary:
Total energy (eV): -42114.134
Energy relative to the best compared isomer or geometry (same formula, charge and spin) (kcal per mole): 360.5
Kohn-Sham gap (eV): 1.35
HOMO level (eV): -13.065
Net charge: +2

***

A molecular structure, C17H50InN6O2P2 at a distorted geometry, computed with ωB97M-V with the def2-TZVPD basis set.

Each line ends with the Löwdin charge.
CARTESIAN COORDINATES (ANGSTROEM)
In 0.33 -2.17 0.39  0.2066
P 4.90 -1.51 5.43  0.7482
P -3.25 3.15 -3.91  0.8093
O 4.21 -0.64 6.47  -0.3048
O -2.93 1.74 -4.40  -0.2864
N 5.54 -2.89 4.53  -0.2932
N 6.39 -0.63 5.33  -0.3181
N -4.15 3.53 -5.39  -0.3301
N -3.54 4.81 -3.30  -0.2953
N -4.31 2.57 -2.65  -0.3197
N 3.81 -1.10 4.12  -0.3120
C 2.49 -0.62 4.56  -0.1538
C -3.06 -3.20 -2.66  -0.2527
C -3.58 2.08 -1.48  -0.1371
C -2.54 -4.33 -1.72  -0.2285
C -5.51 3.23 -2.19  -0.1528
C -2.16 -3.93 -0.27  -0.3306
C -3.67 2.81 -6.58  -0.1692
C -0.64 -4.19 0.10  -0.3505
C 5.07 -3.32 3.21  -0.1271
C 5.47 -4.08 5.43  -0.1529
C -5.60 3.45 -5.45  -0.1571
C -2.37 -1.81 -2.51  -0.1126
C 7.23 -0.82 6.51  -0.1560
C 4.20 -0.21 3.04  -0.1544
C 7.23 -0.55 4.16  -0.1494
C -2.21 5.37 -2.91  -0.1490
C -4.24 5.86 -4.02  -0.1440
H -5.32 5.73 -3.95  0.0608
H 5.44 -4.32 2.99  0.0810
H 3.36 -0.01 2.38  0.0754
H 0.77 -1.63 -1.28  -0.1411
H -2.79 1.39 -1.77  0.0711
H 7.96 0.25 4.29  0.0801
H 2.09 -1.22 5.38  0.0685
H 6.66 -0.66 7.42  0.0692
H -2.32 6.31 -2.37  0.0746
H 7.65 -1.84 6.54  0.0717
H -6.17 3.53 -3.00  0.0454
H -1.39 -1.92 -2.03  -0.0019
H -5.98 2.47 -5.12  0.0926
H -4.05 6.83 -3.55  0.0820
H 4.44 -4.37 5.62  0.0810
H 4.57 0.76 3.42  0.0870
H 7.79 -1.48 3.97  0.0784
H 8.06 -0.12 6.52  0.0745
H 4.95 -0.64 2.37  0.0518
H -1.58 5.54 -3.79  0.0775
H 6.01 -4.93 5.01  0.0731
H -4.15 -3.08 -2.55  0.0877
H -2.58 2.80 -6.62  0.0680
H -2.73 -4.60 0.40  0.0778
H -3.12 2.91 -0.92  0.0738
H -0.99 -1.07 0.95  -0.1356
H 6.68 -0.30 3.26  0.0473
H -5.30 4.12 -1.57  0.0784
H -3.03 -1.15 -1.94  0.0572
H -1.72 -4.87 -2.22  0.0897
H 2.52 0.43 4.88  0.0776
H 1.72 -2.18 1.51  -0.1615
H -2.19 -1.35 -3.49  0.0619
H -5.95 3.62 -6.47  0.0790
H -0.55 -4.82 0.99  -0.0022
H -2.86 -3.54 -3.69  0.0853
H -3.94 5.96 -5.07  0.0868
H -6.10 4.23 -4.87  0.0402
H -1.69 4.67 -2.25  0.0757
H 3.98 -3.35 3.13  0.0820
H -4.02 3.31 -7.48  0.0744
H -6.09 2.54 -1.58  0.0844
H 5.94 -3.85 6.39  0.0679
H -0.23 -4.70 -0.78  0.0003
H -4.01 1.78 -6.61  0.0791
H -4.24 1.54 -0.80  0.0823
H -2.47 -2.91 0.00  0.0436
H 1.76 -0.69 3.74  0.0626
H 5.49 -2.69 2.43  0.0694
H -3.36 -5.07 -1.66  0.0871

Summary:
Total energy (eV): -55220.146
Kohn-Sham gap (eV): 4.79
HOMO level (eV): -4.128
Net charge: -1

***

A gas-phase ion, C4H11N3 (charge -1) at a distorted geometry, computed with ωB97M-V with the def2-TZVPD basis set.

Each line ends with the Löwdin charge.
CARTESIAN COORDINATES (ANGSTROEM)
N 0.96 2.32 -1.03  -0.0692
N 1.07 -2.16 0.36  -0.0175
N -1.06 1.76 0.84  0.0103
C -0.27 -1.79 -0.10  -0.3944
C -0.86 -0.60 0.64  -0.2655
C -0.27 0.73 0.33  -0.4599
C 0.56 0.94 -0.73  -0.3405
H 1.08 -2.35 1.36  0.0500
H 1.28 -3.05 -0.08  0.0385
H -1.96 -0.56 0.43  0.0635
H -0.90 -0.76 1.72  0.0991
H 1.30 0.19 -0.98  0.0554
H -0.61 2.66 0.75  0.0415
H -2.00 1.83 0.45  0.0135
H 1.04 2.35 -2.04  0.0114
H -0.22 -1.48 -1.15  0.0599
H -1.00 -2.62 -0.08  0.0797
H 1.89 2.59 -0.69  0.0242

Summary:
Total energy (eV): -8794.331
Energy relative to the best compared isomer or geometry (same formula, charge and spin) (kcal per mole): 26.3
Kohn-Sham gap (spin up / spin down) (eV): 2.97 / 8.07
HOMO level (spin up / spin down) (eV): 1.254 / -3.894
Spin multiplicity: 2
Net charge: -1

***

C4H6N2 in the gas phase at a distorted geometry, computed with ωB97M-V with the def2-TZVPD basis set.

Each line ends with the Löwdin charge.
CARTESIAN COORDINATES (ANGSTROEM)
N -0.21 -1.16 0.54  -0.0008
N 0.75 -0.45 -1.43  0.0871
C 0.26 1.26 0.40  -0.1314
C -0.76 0.21 0.51  -0.2303
C -0.11 0.57 -0.78  -0.3286
C 0.59 -1.44 -0.63  -0.2006
H 1.19 1.30 0.98  0.1202
H -0.01 -1.82 1.40  0.1682
H -0.36 2.26 0.37  0.1432
H -0.58 1.41 -1.43  0.1600
H -1.74 0.27 0.86  0.1101
H 0.98 -2.43 -0.77  0.1028

Summary:
Total energy (eV): -7222.710
Energy relative to the best compared isomer or geometry (same formula, charge and spin) (kcal per mole): 66.4
Kohn-Sham gap (eV): 9.49
HOMO level (eV): -8.487